[1]
Here is a cluster of 11 separate species, C24H64IN2O10S in total in a non-equilibrium geometry from OMol25. Energies are from the ωB97M-V functional and the def2-TZVPD basis.

Geometry as ORCA input:
```
! wB97M-V def2-TZVPD RIJCOSX def2/J DEFGRID3
* xyz 1 1
S 1.94896 -0.10360 -0.28525
C 0.43876 0.57869 -0.88533
C -0.73810 -0.15477 -0.68114
N -1.95411 0.21854 -1.00593
N -1.98302 1.40297 -1.60440
C -0.95346 2.17081 -1.87880
C 0.34102 1.80213 -1.51402
I 1.99015 2.97855 -1.90641
H 2.44482 -0.58127 -1.44128
H -0.66036 -1.12348 -0.21087
H -2.90818 1.72119 -1.87228
H -1.13817 3.10736 -2.37441
C 2.18274 6.86262 -4.39677
C 1.36958 6.03960 -5.37932
O 2.12368 4.94960 -5.90301
H 3.08283 7.24462 -4.87785
H 1.60450 7.70484 -4.01437
H 2.49975 6.24702 -3.54883
H 1.06923 6.64678 -6.23041
H 0.46126 5.65607 -4.89837
H 2.38742 4.39857 -5.16308
C -2.51699 -0.12976 2.47471
C -3.86425 -0.81781 2.57586
O -4.60990 -0.65773 1.37314
H -2.64779 0.93395 2.26072
H -1.95131 -0.23485 3.39995
H -1.93254 -0.55948 1.65542
H -4.45708 -0.38857 3.38059
H -3.72573 -1.88475 2.78264
H -4.08789 -1.02036 0.64225
C 4.47580 -3.66734 -2.27273
C 4.39546 -3.72854 -0.76147
O 4.50354 -2.42958 -0.17052
H 5.41568 -3.21223 -2.58549
H 4.40978 -4.66559 -2.70478
H 3.66477 -3.05504 -2.68237
H 5.21345 -4.32171 -0.35861
H 3.45313 -4.18759 -0.44512
H 3.78058 -1.90105 -0.51333
C -3.29380 3.83856 2.77012
C -1.81360 3.91541 3.09489
O -1.08098 4.53362 2.03430
H -3.44955 3.28081 1.84543
H -3.84992 3.34931 3.57079
H -3.70901 4.83768 2.62153
H -1.39497 2.91784 3.22510
H -1.65048 4.47637 4.02051
H -1.42931 5.42173 1.91887
C 8.14542 -6.12537 -0.85391
C 6.89065 -6.97867 -0.87240
O 6.17808 -6.84363 -2.10215
H 7.89421 -5.07516 -1.00950
H 8.67235 -6.22230 0.09597
H 8.82463 -6.42086 -1.65643
H 6.20734 -6.67041 -0.08200
H 7.14118 -8.03199 -0.71345
H 6.76224 -7.12623 -2.81075
C 5.30651 6.10603 0.70890
C 5.68187 5.20397 -0.45052
O 4.63998 5.14622 -1.43211
H 4.38863 5.75625 1.18272
H 6.09898 6.13064 1.45683
H 5.12788 7.12652 0.36275
H 5.84205 4.18377 -0.10695
H 6.60223 5.55199 -0.92696
H 4.49603 6.03915 -1.75776
C -8.20422 0.32869 0.28095
C -8.27822 0.35507 -1.23193
O -7.04161 0.80931 -1.79266
H -7.97470 1.32113 0.66928
H -9.14191 -0.01264 0.72137
H -7.40138 -0.34107 0.59937
H -9.05346 1.03593 -1.57760
H -8.50305 -0.64275 -1.62240
H -6.36318 0.20101 -1.48733
C 1.34861 -5.81597 0.24879
C 0.59257 -4.60951 0.77243
O -0.44252 -4.20380 -0.12759
H 1.78548 -5.59949 -0.72671
H 2.14637 -6.10629 0.93326
H 0.67637 -6.66729 0.12268
H 1.26087 -3.75553 0.88246
H 0.15461 -4.82592 1.75142
H -1.04581 -4.94478 -0.22832
C -1.10287 1.69008 6.54355
C -2.58222 1.42937 6.32487
O -2.79684 0.13978 5.75068
H -0.56073 1.61689 5.59953
H -0.93561 2.68106 6.96767
H -0.67682 0.94845 7.22256
H -2.99900 2.16212 5.63487
H -3.13085 1.50162 7.26856
H -2.44116 -0.51177 6.36116
C -3.38968 -3.74929 -2.58642
C -4.29503 -3.02302 -1.61126
O -3.54379 -2.10308 -0.81436
H -2.59110 -4.26615 -2.05475
H -3.95109 -4.47694 -3.17230
H -2.91501 -3.04459 -3.27458
H -4.76260 -3.71652 -0.91601
H -5.08701 -2.49320 -2.14995
H -3.11007 -1.47106 -1.39390
*
```

Calculated values
- total energy (eV) = -68306.8712

[2]
Here is the molecule C12H15NO in a non-equilibrium geometry from OMol25. Energies are from the ωB97M-V functional and the def2-TZVPD basis.

Geometry as ORCA input:
```
! wB97M-V def2-TZVPD RIJCOSX def2/J DEFGRID3
* xyz 0 1
C 3.98191 2.07679 -0.22641
C 3.19083 1.04135 -0.19720
C 2.41988 -0.00422 -0.11339
C 2.20136 -0.76877 1.16750
N 2.51234 -2.20711 1.13833
C 1.48362 -0.39703 -1.25628
C -0.00570 -0.31232 -0.85724
C -0.56387 0.85594 -0.30522
C -1.94812 0.92598 0.02852
C -2.78455 -0.16091 -0.19741
O -4.14684 -0.17479 0.05679
C -4.69708 0.92469 0.81489
C -2.22791 -1.32366 -0.78335
C -0.88200 -1.37315 -1.09606
H 3.45562 2.96497 0.15309
H 4.97167 2.16582 -0.57778
H 1.12102 -0.63518 1.43894
H 2.76842 -0.31536 1.96482
H 3.49663 -2.28789 1.46692
H 2.42722 -2.57547 0.16768
H 1.70611 0.33125 -2.06941
H 1.67214 -1.44476 -1.55723
H 0.07301 1.77603 -0.19208
H -2.24990 1.85897 0.50598
H -4.15309 0.91076 1.79013
H -5.75126 0.67158 0.99733
H -4.65474 1.87558 0.27739
H -2.91229 -2.12608 -0.98054
H -0.50443 -2.27303 -1.55871
*
```

Calculated values
- total energy (eV) = -16222.4584
- SMILES string = C=C=C(CN)Cc1ccc(OC)cc1

[3]
Here is the molecule C3H2N2O3 in a non-equilibrium geometry from OMol25. Energies are from the ωB97M-V functional and the def2-TZVPD basis.

Geometry as ORCA input:
```
! wB97M-V def2-TZVPD RIJCOSX def2/J DEFGRID3
* xyz 0 1
O -0.58957 1.70498 0.01481
C 0.25787 0.81916 0.02275
O 1.57550 0.92091 0.03624
N 2.13670 -0.45006 -0.27904
C 1.08681 -1.27866 0.08480
C -0.15744 -0.71583 0.39308
N -1.46389 -1.17432 -0.12579
O -2.40878 -0.10238 -0.13270
H 1.35406 -2.41624 0.18855
H -1.80429 0.65080 0.29471
*
```

Calculated values
- total energy (eV) = -12259.7861
- SMILES string = O=C1ON=C/C1=N/O

Question: The highest total energy belongs to which entry?
Answer: C3H2N2O3